# C3H4ClNS

A 2-piece molecular cluster, C3H4ClNS overall at a distorted geometry (ωB97M-V/def2-TZVPD, OMol25).

Output
E = -1029.62558 hartree
Highest occupied orbital energy = -8.6 eV
Frontier orbital gap = 6.22 eV

Structure (XYZ):
```
10
Properties=species:S:1:pos:R:3:forces:R:3:mulliken_charge:R:1
C 0.759 -0.699 0.222 -1.02 -0.44 -0.05 -0.168
C -0.071 0.130 0.898 1.43 -0.62 1.42 0.369
C -1.106 0.752 0.230 -5.85 1.75 -1.45 -0.313
H 0.922 0.806 -2.000 -0.78 -2.91 1.83 0.187
H 1.180 -1.233 -1.749 -0.41 -0.06 1.24 0.277
H 1.298 -1.444 0.780 0.91 -0.01 -0.18 0.381
H -1.603 0.136 -0.777 2.00 2.01 2.97 0.268
N 0.510 -0.778 -1.099 1.81 2.54 -3.83 -0.652
S -2.074 2.043 0.875 2.07 -2.41 -1.44 -0.180
Cl 0.186 0.286 2.620 -0.16 0.16 -0.51 -0.167
```
Forces are in eV/Å.